1.
Here is C19H18F4N4OSn as an isolated structure from the Open Molecules 2025 dataset. Energies are from the ωB97M-V functional and the def2-TZVPD basis.

- Net charge: +2
- E_HOMO (alpha / beta): -14.79 / -15.06 eV
- Calculated total energy: -44686.246 eV

```
47
C19H18F4N4OSn (the ωB97M-V functional and the def2-TZVPD basis)
Sn -0.8213 -0.1514 -0.9078
C -0.1430 3.0395 -0.2556
N -1.3090 2.1355 -0.0675
C -2.4835 2.6391 -0.8186
C -1.4998 2.0070 1.3576
C -2.4106 0.8525 1.6862
N -1.9733 -0.4439 1.1748
C -2.2994 -1.5966 1.8752
C -1.7646 -2.9112 1.5078
F -1.2380 -3.0162 0.2353
C -1.6130 -3.9149 2.4685
F -0.9886 -5.1226 2.2085
C -2.0177 -3.8077 3.8003
C -2.8127 -2.6894 4.0359
F -3.3674 -2.6120 5.3324
C -3.0031 -1.6661 3.1368
F -3.8005 -0.6423 3.4255
H -0.1068 3.7455 0.5927
H 0.7640 2.4455 -0.1895
H -0.1376 3.5643 -1.2276
H -2.7625 3.6086 -0.4099
H -2.2439 2.7950 -1.8787
H -3.3550 1.9968 -0.7250
H -0.5216 1.8847 1.8535
H -1.9601 2.8942 1.9060
H -2.3966 0.8200 2.8087
H -3.4972 1.0835 1.5321
H -1.8983 -4.5685 4.5374
O 0.4602 0.9849 -2.6267
C 1.6344 0.6661 -3.1409
C 1.8847 0.9299 -4.4804
C 3.1480 0.7320 -5.0166
C 4.0336 -0.0761 -4.2990
C 3.7870 -0.4865 -3.0059
C 2.6113 -0.0198 -2.3369
C 2.4021 -0.2351 -0.9262
N 1.3323 0.0982 -0.0733
C 1.6798 -0.4732 1.1395
C 2.7847 -1.2694 1.0316
N 3.2731 -1.0036 -0.2204
H 1.1285 1.4271 -5.0103
H 3.3924 1.0259 -6.0169
H 4.9283 -0.4354 -4.7636
H 4.4942 -1.1630 -2.4664
H 1.0583 -0.3021 1.9829
H 3.4161 -1.6969 1.8469
H 4.2121 -1.0719 -0.6128
```


2.
Here is C19H18F6FeN5O9S5 as an isolated structure from the Open Molecules 2025 dataset. Energies are from the ωB97M-V functional and the def2-TZVPD basis.

- Expectation value of S²: 6.01
- 2S+1: 5
- Net charge: -1
- E_HOMO (alpha / beta): -5.54 / -5.56 eV
- Calculated total energy: -150746.272 eV

```
63
C19H18F6FeN5O9S5 (the ωB97M-V functional and the def2-TZVPD basis)
Fe -0.3829 0.0368 0.4929
F -0.2379 2.9106 4.3625
C 0.8926 2.3858 3.8745
F 1.9073 2.7853 4.6373
F 1.0788 2.8681 2.6363
S 0.7469 0.5479 3.8135
O -0.2197 0.3520 2.7545
O 0.3666 0.1848 5.1367
N 2.2029 0.0475 3.5101
S 2.7754 -0.2494 2.0691
O 3.5227 -1.4579 2.0172
O 1.8469 0.0540 1.0004
C 4.0983 1.0207 1.8948
F 3.6194 2.2664 1.8722
F 4.9570 0.9136 2.9094
F 4.7470 0.7965 0.7508
O 0.9045 1.1838 -1.2482
S 0.6247 0.1720 -2.2943
O 0.6586 0.7019 -3.6386
N -0.6796 -0.5670 -1.8227
C -1.9331 -0.1344 -2.2557
C -2.2809 0.2246 -3.5452
C -3.5998 0.5990 -3.8686
C -4.5928 0.6242 -2.9314
C -4.2831 0.2756 -1.5985
C -5.2301 0.3114 -0.5497
C -4.8552 0.0056 0.7250
C -3.5111 -0.3331 0.9707
N -2.6090 -0.3813 0.0202
C -2.9632 -0.0973 -1.2607
C 1.9230 -1.0239 -2.2003
C 3.0116 -0.8200 -3.0392
C 4.1018 -1.6703 -2.9437
C 4.1024 -2.6997 -2.0096
C 3.0109 -2.8920 -1.1747
C 1.9079 -2.0567 -1.2765
H -1.5170 0.2216 -4.3075
H -3.8266 0.8671 -4.8948
H -5.6065 0.9136 -3.1859
H -6.2532 0.5905 -0.7791
H -5.5607 0.0352 1.5446
H -3.1627 -0.5770 1.9708
H 2.9866 -0.0039 -3.7518
H 4.9541 -1.5266 -3.5969
H 4.9647 -3.3521 -1.9266
H 3.0141 -3.6600 -0.4107
H 1.0528 -2.1958 -0.6318
N 0.3950 3.6957 -0.4162
C -0.5961 3.6904 0.4756
N -0.7103 4.7805 1.2727
S -1.7431 2.4531 0.5832
H 1.1504 4.3552 -0.3072
H 0.6295 2.8134 -0.8679
H 0.1040 5.3454 1.4486
H -1.3529 4.6751 2.0381
C -0.7812 -4.3047 0.3027
S -0.3527 -3.2559 1.6831
O -1.3205 -3.5336 2.7178
O 1.0335 -3.5188 2.0015
O -0.5333 -1.8912 1.1173
H -1.0490 -5.2825 0.7012
H 0.0802 -4.3758 -0.3627
H -1.6280 -3.8441 -0.2086
```


3.
Here is C19H18InN2S2 as an isolated structure from the Open Molecules 2025 dataset. Energies are from the ωB97M-V functional and the def2-TZVPD basis.

- Net charge: -1
- E_HOMO: -3.11 eV
- Calculated total energy: -49820.443 eV

```
42
C19H18InN2S2 (the ωB97M-V functional and the def2-TZVPD basis)
In -0.4534 -0.0822 -2.7784
C 0.3105 3.3840 3.2974
C 1.2907 2.5341 2.4751
C 2.5799 2.3218 3.2818
C 1.6363 3.2966 1.1939
C 0.6475 1.1799 2.1708
C 0.2832 0.3272 3.2335
C -0.3288 -0.8940 3.0294
C -0.5888 -1.2856 1.7181
S -1.3588 -2.7148 1.0930
C -1.1310 -2.1160 -0.5349
N -0.5298 -0.9772 -0.5887
C -0.2219 -0.4618 0.6584
C 0.3914 0.7715 0.8751
C -1.5790 -2.8060 -1.7607
C -2.2479 -4.0277 -1.6870
C -2.6542 -4.6569 -2.8499
C -2.3909 -4.0544 -4.0760
C -1.7376 -2.8288 -4.1310
C -1.3032 -2.1662 -2.9822
H 0.7456 4.3659 3.5027
H 0.0717 2.9128 4.2540
H -0.6220 3.5293 2.7483
H 3.0494 3.2854 3.4974
H 3.2894 1.7132 2.7169
H 2.3868 1.8208 4.2332
H 2.0846 4.2575 1.4585
H 0.7536 3.4906 0.5807
H 2.3548 2.7479 0.5811
H 0.4782 0.6371 4.2537
H -0.6064 -1.5204 3.8681
H 0.6143 1.3830 0.0077
H -2.4558 -4.4843 -0.7239
H -3.1728 -5.6067 -2.8051
H -2.7025 -4.5466 -4.9911
H -1.5549 -2.3825 -5.1027
S 3.9514 -1.1602 -4.4499
C 2.6177 -0.8654 -3.5644
N 1.6738 -0.6590 -2.9012
C -0.8780 1.9767 -2.6492
H -1.9690 1.9975 -2.4835
H -0.7238 2.3639 -3.6688
```